The following is a quantum chemistry calculation of a structure of composition C2H2F2I2O at a distorted geometry, from OMol25.

The energy comes out at -947.709717 Eh. For the LUMO energy, the calculation gives 0.0 eV. As for the charge: 0. The spin multiplicity is 1. The gap between HOMO and LUMO comes out at 9.56 eV. The value obtained for the HOMO energy is -9.5 eV. The energy above the lowest of the compared OMol25 structures with the same formula, charge and spin comes out at 121.9 kJ/mol.

The geometry in XYZ format:
```
9
Properties=species:S:1:pos:R:3:forces:R:3:nbo_charge:R:1
C 0.057858 -0.568690 -0.749802 -2.034 2.552 0.770 -0.01
C -0.651272 0.707769 0.577932 1.523 -1.974 -3.042 0.55
O 0.616253 -1.592573 -0.098963 -0.423 -0.152 0.011 -0.69
F -1.647946 0.116859 1.231829 -0.002 0.397 -0.194 -0.33
F -1.059923 1.849556 -0.009816 -0.017 -0.911 0.521 -0.33
I 1.428376 0.537674 -2.048553 -0.268 -0.124 0.336 0.03
I 1.048251 1.020862 1.808390 0.040 0.344 0.551 0.09
H -0.788446 -0.848867 -1.422475 0.679 0.067 0.807 0.21
H 0.996848 -1.222589 0.711459 0.503 -0.198 0.240 0.48
```
Positions in Å, forces in eV/Å.